Entry 1:
Computed, not measured: 2 unconnected molecules or ions with the total composition C10H15F4N2O3 in a non-equilibrium geometry, with ωB97M-V/def2-TZVPD.

The geometry in XYZ format:
```
34
Properties=species:S:1:pos:R:3:forces:R:3:nbo_charge:R:1
N 1.6599 1.7553 2.4395 -1.304 -0.514 -2.747 -0.832
C 0.9495 1.3969 1.1530 0.912 -2.676 4.015 0.617
N 0.2697 0.1954 1.2585 1.146 3.849 -3.851 -0.488
C -0.4340 -0.0247 -0.0652 -3.918 1.360 -1.281 -0.264
C 0.1941 1.0188 -1.2113 0.395 -1.587 0.060 -0.428
C 0.8400 2.2426 -0.2837 0.436 -0.809 -0.011 -0.158
C -0.0279 3.6231 -0.1096 -1.491 0.058 -0.093 -0.464
C -1.4183 3.4689 0.7446 -0.655 1.537 0.011 0.011
F -2.5656 2.9133 -0.0576 2.927 0.773 1.667 -0.388
C 2.2860 2.7868 -0.8522 3.486 0.980 -1.142 1.003
F 2.1837 4.1110 -1.5680 0.176 -4.691 2.438 -0.326
F 2.9517 1.8663 -1.8151 -2.378 3.042 3.323 -0.324
F 3.3006 3.0276 0.2407 -3.477 -0.898 -3.383 -0.345
H 1.2043 1.3505 3.2864 0.612 0.176 -1.221 0.404
H 2.6874 1.5775 2.4046 -1.151 0.605 -0.127 0.437
H 0.1894 -0.4607 2.0712 0.426 0.861 -1.024 0.486
H -1.5053 0.4409 0.0801 1.771 -1.105 0.001 0.233
H -0.6733 -1.1117 -0.4282 1.329 2.081 1.070 0.281
H 0.9252 0.3011 -1.7782 -0.500 2.065 1.225 0.271
H -0.5365 1.3453 -2.0940 1.169 -0.442 2.585 0.285
H 0.6024 4.4839 0.4182 -1.231 -2.112 -1.153 0.284
H -0.3471 3.9876 -1.2005 0.893 -0.827 2.446 0.286
H -1.7600 4.5778 1.0253 0.703 -2.534 -0.731 0.223
H -1.3202 2.8998 1.7623 -0.276 0.677 -2.148 0.186
C -1.8798 -4.7644 -0.8781 -1.070 -0.381 -0.710 -0.104
C -0.6706 -5.6425 -0.8787 -0.052 -1.223 -0.482 -0.106
O 0.3619 -4.7747 -0.4508 -0.229 1.374 0.816 -0.465
C -0.2324 -3.7681 0.2543 0.907 0.608 0.760 0.977
O 0.3724 -2.9367 0.9106 -1.128 -1.197 -1.132 -0.633
O -1.5910 -3.8139 0.1299 1.244 0.489 0.482 -0.483
H -2.7942 -5.3152 -0.6411 0.141 0.254 0.079 0.219
H -2.0164 -4.2401 -1.8296 0.020 -0.041 0.096 0.187
H -0.7547 -6.4703 -0.1667 0.025 0.112 -0.065 0.197
H -0.4509 -6.0475 -1.8703 0.140 0.136 0.227 0.218
```
Positions in Å, forces in eV/Å.

Properties
DFT total energy (eV): -30594.849
Total charge: +1
2S+1: 1
Highest occupied orbital energy (hartree): -0.5232

Entry 2:
Computed, not measured: C3H7N3O in the gas phase in a non-equilibrium geometry, with ωB97M-V/def2-TZVPD.

The geometry in XYZ format:
```
14
Properties=species:S:1:pos:R:3:forces:R:3:nbo_charge:R:1
C 1.5088 0.9670 -0.9181 0.197 0.019 -0.622 -0.028
N 0.6168 0.0740 -1.0797 0.062 0.723 0.321 -0.425
C 0.2861 -0.4422 0.2443 0.075 0.271 0.514 0.006
N 0.5240 -1.8082 0.5429 0.182 -0.108 0.072 -0.861
C -1.1535 -0.0534 0.5902 -0.216 -0.131 0.241 0.669
N -1.6655 0.9994 -0.1005 -0.145 -0.116 0.020 -0.825
O -1.7086 -0.5937 1.5305 -0.006 0.139 -0.347 -0.617
H 2.2030 0.9507 -0.0670 -0.403 0.359 0.098 0.154
H 1.6003 1.8082 -1.5920 0.453 -0.301 -0.739 0.173
H 0.8122 0.3002 0.9023 -0.082 -1.012 0.551 0.146
H -0.2421 -2.2746 1.0096 0.099 0.030 -0.247 0.404
H 1.0844 -2.3586 -0.0886 -0.249 0.221 -0.006 0.387
H -1.3176 1.1841 -1.0301 -0.020 -0.038 0.188 0.413
H -2.6108 1.2665 0.1264 0.053 -0.056 -0.044 0.402
```
Positions in Å, forces in eV/Å.

Properties
DFT total energy (eV): -9741.368
2S+1: 1
Highest occupied orbital energy (hartree): -0.3295
Energy above the lowest of the compared OMol25 structures with the same formula, charge and spin (kcal per mole): 38.4
SMILES: C=N[C@H](N)C(N)=O

So what do the calculations give for LUMO? Going down the list: -0.1722; 0.0258 Eh.